No. 1
A single C5H6O molecule, computed with the ωB97M-V functional and the def2-TZVPD basis.

```
12
Properties=species:S:1:pos:R:3:lowdin_charge:R:1
C -0.492 1.595 0.558 -0.052
C -0.175 0.204 0.097 -0.280
C -1.013 -0.727 -0.428 -0.089
O -0.332 -1.834 -0.821 -0.006
C 1.129 -0.395 0.041 -0.036
C 0.972 -1.613 -0.530 -0.127
H 0.227 1.930 1.311 0.076
H -0.438 2.302 -0.278 0.080
H -1.493 1.671 0.992 0.077
H 2.044 0.033 0.428 0.110
H -2.084 -0.763 -0.571 0.128
H 1.656 -2.404 -0.798 0.120
```

Values from the calculation:
* LUMO level: 1.084 eV
* SMILES: Cc1ccoc1
* HOMO-LUMO gap: 9.73 eV
* net charge: 0
* 2S+1: 1

No. 2
A single C5H9NO2 molecule at a distorted geometry, computed with the ωB97M-V functional and the def2-TZVPD basis.

```
17
Properties=species:S:1:pos:R:3:lowdin_charge:R:1
C -0.653 1.662 -1.096 -0.041
C 0.165 0.504 -1.447 -0.444
C -0.255 -0.902 -0.982 -0.127
C 0.009 -1.395 0.338 -0.375
C 0.933 -0.716 1.367 -0.184
H -0.330 2.548 -1.658 0.087
H -1.821 1.514 -1.166 0.135
H -0.263 1.846 0.000 0.119
H -0.619 -1.599 -1.846 0.178
H -1.016 0.250 0.643 0.093
H 0.145 -2.472 0.291 0.142
H 1.053 -1.492 2.261 0.160
H 1.777 -0.797 0.732 0.102
H 0.098 0.548 2.481 0.066
N -1.257 -0.766 0.252 0.062
O 1.238 0.628 -2.030 0.067
O 0.794 0.639 1.861 -0.041
```

Values from the calculation:
* LUMO level: 0.694 eV
* SMILES: CC(=O)[C@@H]1N[C@@H]1CO
* HOMO-LUMO gap: 10.26 eV
* net charge: 0
* 2S+1: 1

No. 3
A molecular structure, C3H4ErLiO3 at a distorted geometry, computed with the ωB97M-V functional and the def2-TZVPD basis.

```
12
Properties=species:S:1:pos:R:3:lowdin_charge:R:1
O 1.067 0.343 -2.084 -0.055
C 0.042 -0.294 -2.421 -0.224
C -0.020 -1.717 -2.323 0.193
H 0.106 0.367 1.698 0.193
H -0.680 0.205 -3.089 0.163
H 0.787 -2.264 -1.831 0.049
H -0.932 -2.243 -2.607 0.105
Li 2.377 0.565 -0.737 0.791
O 1.729 1.469 0.936 0.100
C 1.205 0.442 1.362 -0.421
O 1.741 -0.692 1.048 -0.309
Er 1.418 -2.757 1.677 2.415
```

Values from the calculation:
* LUMO level (alpha / beta): -16.698 / -17.521 eV
* HOMO-LUMO gap (alpha / beta): 4.14 / 3.85 eV
* expectation value of S²: 6.016
* net charge: +3
* 2S+1: 5

One value per record, in order, for relative energy (zero: lowest compared OMol25 entry of this formula, charge and spin): 6.9 91.8 30.4 kcal/mol.